Here is C26H28BF2O3 as an isolated structure in a non-equilibrium geometry from the Open Molecules 2025 dataset. Energies are from ωB97M-V with the def2-TZVPD basis set.

XYZ file:
```
60
Properties=species:S:1:pos:R:3:forces:R:3:nbo_charge:R:1
C 6.1613 1.6086 1.1370 0.9 0.8 0.1 -0.675
C 4.9245 0.8389 1.1591 -1.5 -0.9 -0.6 0.375
C 4.6690 -0.3841 1.7328 0.0 0.4 0.1 -0.363
C 3.3586 -0.7467 1.3250 0.0 0.1 -0.7 -0.173
C 2.8816 0.1786 0.3837 1.6 -0.7 -0.9 -0.179
B 2.4842 -0.2892 -1.1725 0.4 1.0 1.5 1.155
O 1.6787 -1.3750 -1.4285 0.2 0.7 0.6 -0.740
C 0.6541 -0.7521 -2.2635 0.4 0.1 -0.2 0.256
C 0.6933 -1.5009 -3.5916 -0.1 0.1 -0.2 -0.637
C -0.6414 -0.9582 -1.4784 -0.2 0.1 0.1 -0.643
C 1.2204 0.7831 -2.4481 -0.2 0.3 -0.1 0.229
C 0.8052 1.3769 -3.7709 -0.4 0.1 -0.8 -0.628
C 0.8526 1.9138 -1.4305 -0.4 -0.6 0.0 -0.643
O 2.6461 0.5680 -2.2919 -0.5 -0.5 1.0 -0.730
O 3.8596 1.2436 0.4042 0.5 -1.3 -0.1 -0.429
H 6.9935 0.9535 1.4109 -0.1 0.1 -0.1 0.241
H 6.3663 2.0647 0.1610 -0.2 -0.2 0.2 0.247
H 6.1690 2.4122 1.8746 -0.1 0.1 0.0 0.240
H 5.4078 -1.0008 2.2560 -0.6 0.5 0.0 0.242
H 2.8313 -1.6333 1.6574 0.1 -0.1 -0.4 0.226
H -0.1685 -1.2409 -4.2030 -0.1 0.0 -0.1 0.213
H 1.5988 -1.2495 -4.1576 -0.2 -0.1 0.2 0.233
H 0.6818 -2.5849 -3.4358 0.0 0.2 0.2 0.233
H -1.3895 -0.1616 -1.5743 0.3 -0.1 -0.2 0.205
H -1.1306 -1.8976 -1.7275 0.0 -0.1 -0.4 0.228
H -0.3844 -1.0915 -0.4267 0.2 0.3 -0.2 0.216
H -0.2342 1.7458 -3.5978 0.6 -0.1 -0.4 0.208
H 1.4419 2.2410 -4.0448 -0.3 -0.5 0.2 0.237
H 0.7742 0.6681 -4.6116 0.2 0.4 0.3 0.225
H -0.2135 1.8187 -1.1885 0.4 0.1 0.0 0.189
H 1.5019 1.8613 -0.5459 -0.6 0.1 -0.2 0.232
H 0.9820 2.9094 -1.8921 0.1 -0.6 0.1 0.229
F -3.7696 2.0887 -2.0982 1.0 0.6 1.6 -0.316
C -2.9166 2.4959 -1.0773 -0.9 -0.8 -0.5 0.375
C -2.4599 3.8041 -1.0656 0.2 -0.1 0.7 -0.178
C -1.6284 4.1957 0.0053 -0.3 0.0 -0.2 -0.201
C -1.1636 3.2593 0.9219 0.8 -0.5 -0.4 -0.123
C -1.4565 1.8643 0.7687 -0.2 0.1 -0.7 -0.122
C -0.6222 0.7893 1.3322 -2.6 0.9 2.1 0.144
C -1.3067 -0.4118 1.6015 -0.1 -1.1 -0.7 -0.313
C -1.3236 -1.3441 2.6280 1.5 0.4 -0.3 0.038
C -2.3234 -2.3808 2.6576 0.0 -1.4 -0.7 -0.118
C -3.0236 -2.7392 1.4727 -0.5 0.2 0.3 -0.224
C -4.0263 -3.6892 1.5359 -0.7 0.4 -0.6 0.400
F -4.8919 -3.7747 0.4770 1.1 -0.3 0.7 -0.313
C -4.2939 -4.4487 2.6683 0.2 0.3 0.0 -0.197
C -3.5194 -4.1801 3.8017 -0.3 0.1 0.1 -0.194
C -2.5398 -3.1913 3.7958 -0.1 0.5 -0.2 -0.136
C -2.5614 1.5622 -0.1116 0.6 -0.1 -0.4 -0.200
H -2.8227 4.4962 -1.8168 0.2 0.0 0.0 0.259
H -1.3176 5.2478 0.0587 -0.2 -0.6 0.2 0.251
H -0.5219 3.5808 1.7441 0.1 -0.1 -0.4 0.239
H 0.3250 1.0076 1.8141 0.1 0.2 -0.1 0.252
H -2.0140 -0.6837 0.8279 -0.4 0.6 0.4 0.214
H -0.5459 -1.3541 3.4152 -0.7 0.3 -0.2 0.237
H -2.8550 -2.2621 0.5110 -0.1 0.0 0.2 0.230
H -5.1001 -5.1898 2.6421 0.4 0.4 0.1 0.258
H -3.7734 -4.6742 4.7365 0.3 -0.1 -0.2 0.243
H -1.9569 -2.9812 4.6855 -0.2 -0.1 0.1 0.229
H -3.0662 0.5933 -0.1523 0.5 0.3 -0.1 0.244
```
Positions in Å, forces in eV/Å.

Results
- HOMO level: -10.791 eV
- Total charge: +1
- HOMO-LUMO gap: 4.5322 eV
- LUMO: -6.26 eV
- Energy above the lowest of the compared OMol25 structures with the same formula, charge and spin: 38.5 kcal per mole
- Electronic energy: -39661.09241 eV

***

Here is C26H28BeNOPSe as an isolated structure in a non-equilibrium geometry from the Open Molecules 2025 dataset. Energies are from ωB97M-V with the def2-TZVPD basis set.

XYZ file:
```
59
Properties=species:S:1:pos:R:3:forces:R:3:nbo_charge:R:1
Be -0.3598 0.5936 0.2142 -4.7 1.0 -0.7 1.394
C -5.1744 -0.5540 -1.5316 -0.1 0.0 -0.2 -0.288
C -4.4055 -1.6944 -1.7410 0.3 0.1 0.3 -0.262
C -3.1374 -1.8016 -1.1595 0.0 -0.2 0.0 -0.301
C -2.6083 -0.7859 -0.3419 -1.8 0.3 -0.7 0.245
C -3.3992 0.3606 -0.1685 -2.0 -0.9 0.0 -0.256
C -4.6683 0.4773 -0.7465 0.8 -0.6 0.0 -0.228
N -1.3713 -0.8191 0.2142 0.8 -1.1 0.2 -0.900
C -0.9387 -1.9779 0.7715 0.0 0.2 -0.4 0.285
C -1.7277 -2.8068 1.5902 -0.3 -0.9 0.5 -0.303
C -1.2150 -3.9711 2.1729 -0.2 0.9 -0.5 -0.219
C 0.1131 -4.3288 1.9634 0.3 -0.4 0.1 -0.326
C 0.9243 -3.5165 1.1772 -0.6 0.7 -0.1 -0.207
C 0.4022 -2.3544 0.5980 1.0 -0.7 0.5 -0.326
H -6.1563 -0.4669 -1.9819 -0.1 0.0 -0.1 0.170
H -4.7777 -2.5046 -2.3578 0.0 0.0 0.0 0.177
H -2.5413 -2.6927 -1.3463 0.0 0.0 0.0 0.190
H -3.0127 1.1762 0.4391 -0.9 -0.9 0.3 0.250
H -5.2493 1.3772 -0.5792 0.0 0.1 0.1 0.188
H -2.7639 -2.5317 1.7771 0.1 0.0 -0.1 0.212
H -1.8604 -4.5852 2.7905 0.0 0.0 0.0 0.185
H 0.5140 -5.2290 2.4145 0.0 -0.1 0.0 0.179
H 1.9640 -3.7745 1.0098 0.1 0.0 0.0 0.183
H 1.0483 -1.7249 -0.0104 -0.9 -0.6 0.6 0.224
C 3.6926 0.5518 0.2089 1.3 -0.4 0.6 -0.959
P 1.8065 0.5936 0.2142 1.3 -0.1 -1.3 0.573
C 1.7297 2.4219 0.5650 0.1 0.7 -1.0 -0.320
C 2.2092 2.9237 1.7849 -0.2 0.1 -0.7 -0.178
C 2.1833 4.3022 2.0399 -0.3 -0.2 -0.4 -0.278
C 1.6793 5.1869 1.0814 0.0 -0.4 -0.1 -0.223
C 1.1905 4.6959 -0.1234 0.7 0.1 0.4 -0.213
C 1.2103 3.3300 -0.3733 0.1 0.3 0.9 -0.141
C 1.7032 -0.1922 -1.4815 1.1 0.4 -1.1 -0.274
C 2.1682 -1.5034 -1.6842 0.4 1.0 -0.6 -0.212
C 2.1284 -2.0795 -2.9633 -0.4 0.5 -0.4 -0.261
C 1.6247 -1.3551 -4.0476 0.2 -0.5 0.5 -0.237
C 1.1502 -0.0637 -3.8542 0.3 0.1 0.4 -0.242
C 1.1841 0.5054 -2.5868 0.7 -1.1 -0.7 -0.198
H 4.0227 -0.1056 1.0417 0.0 0.3 -0.5 0.207
H 4.1367 1.5531 0.3777 -0.4 -0.5 -0.1 0.227
H 4.1181 0.1509 -0.7322 -0.4 0.2 0.5 0.225
H 2.6094 2.2502 2.5317 0.0 -0.1 0.1 0.187
H 2.5582 4.6877 2.9769 0.0 0.0 0.2 0.186
H 1.6621 6.2517 1.2659 0.0 0.1 0.1 0.186
H 0.7944 5.3679 -0.8752 -0.1 0.0 0.1 0.199
H 0.8147 3.0321 -1.3065 -0.3 -0.6 -0.6 0.228
H 2.5705 -2.0738 -0.8574 0.3 0.0 -0.1 0.196
H 2.4931 -3.0849 -3.1190 0.0 -0.1 0.1 0.191
H 1.5972 -1.7877 -5.0384 0.0 -0.2 0.0 0.188
H 0.7551 0.5094 -4.6845 0.0 0.0 0.0 0.196
H 0.7999 1.4870 -2.5205 -0.2 0.7 0.4 0.233
C -0.5148 0.7241 3.3120 -0.3 0.3 -0.2 -0.230
O -0.3598 0.5936 1.9107 1.8 -1.1 2.2 -0.855
H 0.4069 1.1193 3.7460 0.0 0.1 0.2 0.155
H -0.7455 -0.2518 3.7462 0.0 0.0 0.1 0.166
H -1.3364 1.4147 3.5159 0.1 0.0 -0.3 0.216
H 0.3908 -0.0382 1.7615 -0.3 0.1 1.0 0.512
Se -1.6717 2.4257 0.2142 1.7 2.9 -0.4 -1.344
H -0.3598 0.5936 -1.2134 0.9 0.6 0.8 -0.373
```
Positions in Å, forces in eV/Å.

Results
- HOMO level: 1.494 eV
- Total charge: -2
- HOMO-LUMO gap: 3.3359 eV
- LUMO: 4.83 eV
- Electronic energy: -105984.75233 eV

***

Here is C26H28BrN3O3ReS as an isolated structure in a non-equilibrium geometry from the Open Molecules 2025 dataset. Energies are from ωB97M-V with the def2-TZVPD basis set.

XYZ file:
```
63
Properties=species:S:1:pos:R:3:forces:R:3:mulliken_spin:R:1
Re -0.7557 1.1113 -0.2910 1.3 -1.3 -0.6 0.964
C -3.3086 -0.8553 2.2212 0.1 0.0 0.0 -0.004
C -2.2410 -0.1425 3.0648 -0.1 0.0 -0.1 -0.013
C -2.6700 1.2889 3.3708 0.0 0.0 0.0 -0.006
C -0.8664 -0.2497 2.4363 0.0 0.0 0.1 -0.071
C -0.1708 0.8881 1.9125 0.0 0.0 0.2 0.115
C 1.2057 0.7644 1.5339 -0.3 0.0 0.0 -0.067
C 1.8680 -0.4527 1.5813 0.1 0.0 -0.1 0.039
C 3.3286 -0.5759 1.2487 -0.1 0.0 0.0 -0.002
C 1.1398 -1.5515 2.0299 0.0 -0.1 0.1 -0.037
C -0.1855 -1.4521 2.4527 0.1 -0.1 0.0 0.003
H -4.2786 -0.7727 2.7104 0.0 0.0 0.0 0.000
H -3.0912 -1.9175 2.0955 0.0 0.0 0.0 0.002
H -3.3934 -0.3950 1.2346 0.0 0.0 0.0 0.002
H -2.1724 -0.6915 4.0086 0.1 0.0 0.0 -0.005
H -2.8826 1.8495 2.4523 0.0 0.0 0.0 0.008
H -1.9212 1.8317 3.9500 0.0 0.0 0.0 0.001
H -3.5870 1.2780 3.9576 0.0 0.0 0.0 0.000
H -0.5108 1.8644 2.2457 0.0 0.0 0.0 -0.001
H 1.7620 1.6647 1.2993 0.0 0.0 -0.1 -0.003
H 3.8971 -0.8478 2.1389 0.0 0.0 0.0 0.001
H 3.7335 0.3614 0.8704 0.0 0.0 0.0 0.000
H 3.4976 -1.3570 0.5063 0.0 0.0 0.0 0.002
H 1.6407 -2.5111 2.1024 0.0 0.0 0.0 0.004
H -0.6747 -2.3270 2.8671 0.0 0.0 0.0 -0.004
C -1.1134 -2.2798 -0.5465 -0.1 -0.1 -0.1 0.013
O -0.2475 -1.1784 -0.9002 -0.2 0.0 0.4 0.014
C 0.2973 -1.2391 -2.1751 -0.2 -0.1 0.1 -0.047
C 0.1127 -2.2701 -3.0717 0.0 -0.1 0.0 -0.004
C 0.6949 -2.1559 -4.3342 0.0 0.0 0.0 -0.001
Br 0.4043 -3.5248 -5.5805 0.0 0.0 0.0 0.000
C 1.4636 -1.0614 -4.6770 0.1 0.0 0.1 0.001
C 1.6582 -0.0334 -3.7540 0.2 0.2 -0.1 0.006
C 1.0417 -0.1383 -2.5246 0.1 0.2 -0.1 0.014
O 1.0677 0.9166 -1.5849 -0.3 0.1 0.3 0.033
C 2.4688 1.1360 -4.1305 0.0 -0.1 0.0 0.004
N 2.6005 1.5426 -5.3490 0.0 0.2 -0.1 0.000
C 3.4466 2.6486 -5.2813 -0.1 -0.2 -0.1 0.000
C 3.9365 3.4521 -6.3101 -0.1 0.0 -0.1 0.001
C 4.8070 4.4617 -5.9674 0.0 0.0 0.0 0.000
C 5.1834 4.6866 -4.6299 0.0 0.0 -0.1 0.000
C 4.6997 3.9096 -3.6005 -0.1 -0.1 0.1 0.000
C 3.8219 2.8900 -3.9606 0.0 -0.1 0.1 0.001
N 3.1555 1.9213 -3.2118 -0.2 0.2 0.2 0.003
H -0.5359 -3.2017 -0.5315 0.0 0.0 0.0 0.000
H -1.9368 -2.3606 -1.2555 0.0 0.0 0.0 0.000
H -1.4977 -2.0684 0.4410 0.0 0.0 0.0 -0.010
H -0.4658 -3.1488 -2.8299 0.0 0.0 0.0 0.000
H 1.9270 -0.9735 -5.6495 0.0 0.0 0.0 0.000
H 1.2512 1.7516 -2.0620 0.1 0.0 0.0 -0.001
H 3.6334 3.2768 -7.3334 0.1 0.0 0.0 0.000
H 5.2214 5.0931 -6.7412 0.0 0.0 0.0 0.000
H 5.8694 5.4920 -4.4050 0.0 0.0 0.0 0.000
H 4.9972 4.0861 -2.5747 0.0 0.0 0.0 0.000
H 3.4260 1.6450 -2.2826 0.1 -0.1 -0.1 0.000
C -0.4546 4.1759 0.1019 0.0 -0.1 0.2 0.019
O -0.1778 2.8142 -0.3143 -0.2 0.8 -0.3 0.049
H 0.4979 4.6777 0.2422 0.1 -0.1 0.0 -0.001
H -1.0268 4.1776 1.0275 0.0 -0.1 0.0 0.008
H -1.0194 4.6658 -0.6857 0.0 -0.1 -0.1 -0.003
S -4.6054 -0.2815 -2.3705 -0.5 -0.2 -0.2 -0.044
C -3.3476 0.1339 -1.6233 0.9 0.3 0.5 0.019
N -2.3304 0.4698 -1.0191 -0.9 0.3 -0.1 -0.004
```
Positions in Å, forces in eV/Å.

Results
- HOMO level (spin up / spin down): -13.039 / -13.040 eV
- Total charge: +2
- HOMO-LUMO gap (spin up / spin down): 4.4202 / 4.8004 eV
- ⟨S²⟩: 1.00
- Spin multiplicity: 2
- LUMO (spin up / spin down): -8.62 / -8.24 eV
- Energy above the lowest of the compared OMol25 structures with the same formula, charge and spin: 27.7 kcal per mole
- Electronic energy: -121019.49276 eV

***

Here is C26H28F4N9Os as an isolated structure in a non-equilibrium geometry from the Open Molecules 2025 dataset. Energies are from ωB97M-V with the def2-TZVPD basis set.

XYZ file:
```
68
Properties=species:S:1:pos:R:3:forces:R:3:nbo_charge:R:1
Os -0.3732 -0.8707 1.0032 -1.2 1.0 -0.4 1.330
C 0.6587 1.7956 1.3375 -0.1 -0.2 -0.3 -0.484
N 1.2312 0.4013 1.3709 0.9 -0.9 0.2 -0.381
C 2.4380 0.3669 0.4929 0.0 0.1 0.1 -0.422
C 1.6242 0.0451 2.7691 -0.1 0.2 0.2 -0.238
C 0.3761 0.0018 3.6385 0.0 -0.1 0.0 -0.280
N -0.7153 -0.5541 2.8076 0.1 0.1 0.1 -0.353
C -2.0413 -0.5784 3.2883 0.1 -0.2 0.1 -0.036
C -3.0400 -0.9359 2.3809 -0.1 0.0 0.2 0.321
F -2.6473 -1.1825 1.0805 0.1 -0.1 -0.2 -0.313
C -4.3691 -1.0289 2.7025 0.0 0.0 0.0 0.356
F -5.2379 -1.3587 1.7672 -0.1 0.0 -0.1 -0.260
C -4.7658 -0.7747 4.0053 0.0 0.0 0.1 -0.258
C -3.8037 -0.4376 4.9356 0.0 0.0 0.0 0.383
F -4.1397 -0.2050 6.1835 0.0 0.0 0.0 -0.244
C -2.4550 -0.3359 4.5981 0.0 0.0 0.0 0.355
F -1.5855 -0.0322 5.5473 0.1 0.0 0.0 -0.265
H 1.3331 2.4424 1.9010 0.0 0.0 0.0 0.263
H -0.3353 1.8346 1.7871 0.0 0.0 0.1 0.221
H 0.6157 2.1415 0.3055 0.0 0.0 0.0 0.281
H 3.1726 1.0756 0.8790 0.0 0.0 0.0 0.242
H 2.1638 0.6669 -0.5160 0.0 0.0 0.1 0.241
H 2.8614 -0.6350 0.4984 0.0 0.0 0.0 0.221
H 2.3453 0.7700 3.1522 0.0 0.0 0.0 0.254
H 2.1126 -0.9281 2.7290 0.0 0.0 0.0 0.222
H 0.0771 0.9647 4.0493 0.1 0.1 0.0 0.250
H 0.5542 -0.6722 4.4779 -0.1 0.0 0.1 0.277
H -5.8089 -0.8417 4.2908 0.0 0.0 0.0 0.298
N -0.2365 -6.9046 0.4812 0.0 0.0 0.0 -0.659
C -0.2685 -5.5956 0.6063 0.0 0.0 0.0 0.323
C 0.7827 -4.8804 1.2545 0.0 -0.1 0.0 -0.282
C 0.7065 -3.5374 1.3685 -0.1 0.0 0.0 0.080
N -0.3504 -2.8049 0.8844 0.6 -0.3 0.0 -0.468
C -1.3654 -3.4817 0.2447 0.0 0.0 0.0 0.049
C -1.3536 -4.8244 0.0941 0.0 0.0 0.0 -0.267
H 0.5306 -7.4530 0.8420 0.0 0.0 0.0 0.436
H -0.9810 -7.4117 0.0247 0.0 0.0 0.0 0.436
H 1.6390 -5.4023 1.6604 0.0 0.0 0.0 0.269
H 1.4853 -2.9747 1.8634 0.0 0.0 0.0 0.226
H -2.1728 -2.8898 -0.1605 0.0 -0.1 0.0 0.247
H -2.1727 -5.3028 -0.4261 0.0 0.0 0.0 0.267
C -2.0536 1.4223 -1.0607 0.0 0.0 0.0 -0.689
C -0.9602 0.5939 -1.6341 0.1 0.0 0.0 0.489
N -0.3194 -0.4084 -1.0206 -0.1 0.1 -0.1 -0.600
C 0.6419 -0.8939 -1.9112 0.1 0.1 0.0 -0.096
C 0.5707 -0.1680 -3.0437 0.0 0.0 0.0 -0.019
N -0.4317 0.7630 -2.8541 -0.2 0.0 -0.1 -0.321
C -0.5466 2.0158 -3.6131 0.1 0.0 0.1 -0.035
N 0.5093 2.8805 -3.1641 0.0 0.0 0.0 -0.229
N 0.6637 3.0338 -1.8241 0.2 0.0 0.0 -0.122
N 1.7556 3.6589 -1.5908 -0.1 -0.1 -0.1 -0.190
C 2.3659 3.9409 -2.7951 0.1 0.0 0.1 0.025
C 3.5635 4.6169 -3.0698 0.0 0.0 0.1 -0.169
C 3.9201 4.7293 -4.3876 0.0 0.0 -0.1 -0.197
C 3.1156 4.1935 -5.4225 0.0 0.0 0.0 -0.142
C 1.9344 3.5373 -5.1717 0.0 0.0 0.0 -0.264
C 1.5820 3.4224 -3.8238 -0.1 0.0 0.0 0.160
H -2.2629 1.1228 -0.0345 0.0 0.0 0.0 0.221
H -2.9718 1.2977 -1.6376 0.0 0.0 0.0 0.276
H -1.7757 2.4765 -1.0618 0.0 0.0 0.0 0.283
H 1.2905 -1.7193 -1.6700 0.0 0.0 0.0 0.244
H 1.1405 -0.2195 -3.9572 0.0 0.0 0.0 0.269
H -1.5282 2.4405 -3.4219 0.0 0.0 0.0 0.238
H -0.4430 1.8281 -4.6774 0.0 -0.1 0.0 0.255
H 4.1640 5.0355 -2.2743 0.0 0.0 0.0 0.248
H 4.8305 5.2477 -4.6542 0.0 0.0 0.0 0.247
H 3.4384 4.3181 -6.4472 0.0 0.0 0.0 0.245
H 1.3174 3.1619 -5.9775 0.0 0.0 0.0 0.232
```
Positions in Å, forces in eV/Å.

Results
- HOMO level (spin up / spin down): -15.458 / -15.458 eV
- Total charge: +3
- HOMO-LUMO gap (spin up / spin down): 4.2854 / 4.2866 eV
- LUMO (spin up / spin down): -11.17 / -11.17 eV
- Energy above the lowest of the compared OMol25 structures with the same formula, charge and spin: 0.0 kcal per mole
- Electronic energy: -54137.04585 eV